Record 1
Below is a structure of composition C15H50BaF3O13 at a distorted geometry, with properties calculated with ωB97M-V/def2-TZVPD.

Each line ends with the Mulliken charge.
Cartesian coordinates (Å):
H 0.32679 0.37344 1.81898  0.34
C -4.74794 1.58102 3.74067  -0.53
H -1.50987 1.82586 2.66180  0.27
C 1.43354 -1.14590 -0.14245  0.23
H 2.79870 -0.88387 -3.28899  0.00
O -1.37222 1.57843 -2.00928  -0.43
H 5.18963 -5.66712 -1.14550  0.32
C -1.02434 2.87397 -1.50969  -1.08
H 2.78022 -5.04554 -0.08482  0.02
H 2.62492 1.83069 -4.33610  0.45
Ba -1.44718 -0.52726 -4.04480  1.85
H -1.01205 6.19174 1.90320  0.39
F 1.76554 -1.18834 1.15516  -0.19
H 5.60506 0.13548 -3.46336  0.29
H -2.28832 1.75516 1.08776  0.25
H 0.05092 4.71138 1.94573  0.30
H 5.79529 1.51284 -1.57828  0.33
H 0.42639 6.01979 0.01531  0.28
H -4.79023 -1.53752 -1.54174  0.28
C 2.62889 -1.85189 -3.76007  -0.33
H -5.34449 2.46941 5.41295  0.30
H -1.22567 0.93030 -1.28300  0.52
H -1.16057 -5.68774 -1.92072  0.28
H 0.60495 2.01297 -5.47797  0.25
H -1.12899 4.21300 6.25613  0.26
F 1.96655 -0.03121 -0.67150  -0.30
O -0.71802 -0.03551 0.05592  0.32
C 3.65184 -5.70246 0.00863  -0.42
C -0.72219 5.25851 1.41404  -0.56
H 0.93476 -2.42883 -3.02338  0.12
O 1.22430 -2.11271 -3.89441  -0.38
H -2.99903 -1.70999 -0.14563  0.17
H 3.07079 -1.86724 -4.75311  0.33
H 3.10824 -2.62716 -3.16297  0.30
O -0.34689 -1.42340 -1.66649  -0.99
H -0.12251 2.79000 -0.90447  0.32
H -3.92683 0.92128 3.46799  0.11
O 0.66559 1.27561 -4.86131  -0.49
F 2.06131 -2.18819 -0.71136  -0.15
O 4.26734 -5.90455 -1.25926  -0.51
H -1.82515 3.29337 -0.90639  0.38
H 4.89502 2.70416 -2.45797  0.24
H 1.70876 0.90152 -3.11779  -0.36
H 0.80528 -3.39498 2.17163  -0.06
H -0.42567 -2.07815 0.24717  0.21
H -1.65775 4.69964 1.38694  0.15
H -5.68374 1.03297 3.59020  0.38
H -1.23931 -0.45556 2.02071  0.26
H 4.09221 1.13212 -2.03092  -0.05
H -0.80262 3.52509 -2.35097  0.48
O -1.81030 -3.76609 -2.23905  -0.57
H -0.54044 -4.92808 -3.42457  0.26
O 5.38563 1.05942 -3.60965  -0.50
O -1.62028 3.78021 4.30500  -0.39
H -1.36212 -2.93189 -2.03954  0.38
H -2.77915 4.53265 5.85324  0.25
O 0.46886 -4.01184 4.13036  -0.54
H 1.43237 -2.30202 3.41159  0.21
H 3.30843 -6.59285 0.54316  0.31
H 0.12439 -4.47109 -1.86301  0.02
C -3.78860 -0.97818 0.06179  -0.20
H -3.42088 0.03790 -0.10628  0.13
H -4.76874 2.43391 3.04818  0.30
H -2.39383 3.23341 4.15138  0.25
C -1.76452 4.59267 5.44965  -0.65
C -0.07756 -1.22698 -0.37918  -0.34
C -1.33451 1.64578 1.59913  -0.68
O -4.57136 2.02402 5.06000  -0.53
H 1.33457 2.59446 -3.39204  0.31
H -4.00240 -1.08284 1.12696  0.24
O -0.34446 5.44596 0.04021  -0.51
C 1.27175 -3.34967 3.16215  -0.16
H 2.23353 -3.85875 3.06681  0.26
H -1.50552 5.62519 5.22823  0.23
C 5.01596 1.63066 -2.33489  -0.26
H -0.36023 -4.27684 3.72912  0.32
C -0.79690 -4.77171 -2.37402  -0.36
C 1.64761 1.67033 -3.88222  -0.16
H -0.60705 2.39811 1.30461  0.02
H 4.34067 -5.19533 0.69118  0.29
O -4.98424 -1.32123 -0.62811  -0.53
C -0.69191 0.30604 1.45353  -0.50

## Properties
total charge = +1
LUMO level = -3.95 eV
relative energy (zero: lowest compared OMol25 entry of this formula, charge and spin) = 0.0 kcal/mol
maximum force = 2.55 eV/A
2S+1 = 1
energy = -1904.39296 Ha
HOMO-LUMO gap = 0.296 Ha
E_HOMO = -12.004 eV



Record 2
Below is a cluster of 10 separate species, C15H50N2O10 in total at a distorted geometry, with properties calculated with ωB97M-V/def2-TZVPD.

Each line ends with the Mulliken charge.
Cartesian coordinates (Å):
N -0.15416 -1.96212 -2.82255  -0.08
H 2.37678 0.04719 -3.16747  0.10
C 0.28237 4.51568 -3.13255  -1.45
C -2.53911 0.09913 2.42071  -0.24
C 1.53870 0.46640 -0.12401  0.62
H -0.38942 5.37990 -3.20106  0.36
H 2.55884 0.49249 -0.50147  0.50
H 0.85049 -2.22365 -2.78114  0.56
H 1.00882 3.05333 -1.78110  -0.22
H -0.13765 3.77042 -3.84102  0.29
O 0.54734 0.48846 -4.03388  -0.52
H -1.82001 -3.23996 -0.34965  0.35
H -3.38956 0.95876 4.12544  0.55
C -2.19285 0.68851 -1.73822  -0.70
H -1.51866 -4.49388 1.57258  0.39
H 0.12809 5.40869 1.53418  0.29
O -1.08429 2.98027 1.20968  -0.57
H -1.44716 3.90350 2.98014  0.31
H -0.15824 -2.55020 -0.40281  -0.69
H 2.78241 -2.74876 -3.14989  0.27
H -3.35870 0.16498 1.61950  0.33
C 0.47040 4.00621 -1.75550  0.66
H 1.27505 4.01392 1.67556  0.26
H 0.89767 5.06042 2.97075  0.48
H -0.40685 -4.17302 -0.75599  0.50
O 0.50047 -3.70308 1.83417  -0.57
C -0.58065 3.48635 2.43572  0.17
H 1.59272 -0.36942 2.15606  0.38
O -1.73312 -0.45904 -1.03563  -0.40
H 0.99919 -0.51186 -0.11621  -0.46
C 1.31742 -2.17532 4.98671  -1.32
H -1.21910 -0.36552 1.15549  -0.47
H -0.55633 -1.38286 -1.99652  -0.35
N -0.41200 -3.53802 -4.14940  -0.34
H 0.93343 -1.93815 5.97141  0.40
H 0.81072 -2.82948 2.16153  0.31
C -0.75851 -3.39992 -0.11539  -0.04
H 0.67186 1.25948 1.34568  0.23
O 1.58254 1.07670 1.14408  -0.72
O -1.29299 0.29766 1.80300  0.82
H 3.52126 -3.79409 -1.33519  0.35
O -2.33366 -2.92143 -3.10718  -0.77
H -2.92193 2.10207 2.99396  0.34
H 1.92010 -0.09825 4.46084  0.33
C -2.65060 1.15492 3.41405  -1.39
H -2.67056 -0.94001 2.79471  0.38
H -1.54981 2.15565 1.38224  0.05
C -0.98795 -2.79484 -3.30063  0.51
C 2.48798 -3.34016 -1.29656  -0.53
H 0.27379 -0.47257 4.10938  -0.13
C 0.48060 4.55172 2.13867  -1.45
O 1.59541 -1.16610 2.72811  -0.67
C 1.92288 0.63619 -3.95096  -0.60
O 2.42076 -2.35876 -2.33715  -0.48
H -0.99248 -4.22317 -4.62199  0.29
C -0.80772 -3.66238 1.35267  -0.14
H -2.53628 -0.77944 -0.62043  0.20
H 0.30607 -0.39841 -3.75739  0.65
H 0.57542 -2.91101 4.68501  0.34
H -1.75642 1.35339 3.99127  0.24
H -0.76087 3.26317 -0.38416  0.37
H 2.25524 -2.69739 4.96451  0.33
H 0.89247 1.03611 -0.78457  -0.33
H 0.48903 -3.30625 -4.56761  0.17
H -1.32095 1.18625 -2.19468  0.11
H -1.35538 -2.92733 1.88695  -0.20
H 1.24511 4.69879 -3.61887  0.39
H -0.24169 2.66241 3.06046  0.08
H 0.96832 4.73270 -1.06867  0.26
O -0.85284 3.67606 -1.26196  -0.52
H 1.80661 -4.16215 -1.48207  0.29
H -2.83363 0.40098 -2.54778  0.39
H 2.26294 -2.81749 -0.32291  0.09
H -2.70771 1.46021 -1.05647  0.19
H 2.37938 0.43378 -4.93568  0.33
H 2.24972 1.63345 -3.64809  0.22
C 1.25143 -0.92080 4.08725  0.25

## Properties
LUMO level = 0.19 eV
relative energy (zero: lowest compared OMol25 entry of this formula, charge and spin) = 2.2 kcal/mol
SMILES string = NC(N)=O.CCO.CCO.CCO.CCO.CCO.CO.CO.CO.CO
maximum force = 9.43 eV/A
2S+1 = 1
energy = -1463.25207 Ha
HOMO-LUMO gap = 0.338 Ha
E_HOMO = -9.008 eV